No. 1
# C35H57BBrF6N3O11P2

3 unconnected molecules or ions with the total composition C35H57BBrF6N3O11P2 in a non-equilibrium geometry (ωB97M-V/def2-TZVPD, the Open Molecules 2025 dataset).

Calculated values
- Charge: 0
- Orbital gap (spin up / spin down): 7.2 / 5.0 eV
- HOMO level (spin up / spin down): -7.43 / -8.79 eV
- Multiplicity: 3
- Total energy: -6240.046021 a.u.
- LUMO (spin up / spin down): -0.2655 / -3.8102 eV
- ⟨S²⟩: 3.02
- Energy relative to the best compared isomer or geometry (same formula, charge and spin): 7.153 eV

CARTESIAN COORDINATES (ANGSTROEM)
C  -4.28810  5.59915  -0.03224
C  -3.88744  5.91946  -1.25605
C  -3.18143  5.86084  -2.70052
C  -1.58461  5.46328  -2.60730
C  -1.56813  3.86111  -2.35682
C  -0.06156  3.20635  -2.25024
C  0.45815  3.33896  -3.77109
C  2.01152  2.96680  -4.02023
C  0.90778  3.77447  -1.06460
B  1.57712  5.24826  -1.19175
O  1.53116  6.09110  0.02451
O  2.18909  5.83011  -2.36180
C  1.86324  7.24693  -2.51898
P  2.49386  2.75165  -0.62633
O  2.91285  2.97875  1.03979
O  3.85345  3.45037  -1.47699
N  0.02910  3.46253  0.13587
C  -0.38688  2.05392  -0.11400
O  -0.75875  1.26977  0.81981
C  -0.34895  1.67372  -1.71436
C  0.54232  0.45567  -2.22396
O  0.57690  0.21298  -3.49357
C  1.39851  -0.60706  -1.35450
F  2.71034  -0.64461  -2.01263
F  1.66790  -0.24263  0.00473
C  0.85394  -2.12574  -1.37817
F  -0.16401  -2.39012  -2.36325
F  1.97646  -2.98516  -1.76199
C  0.32751  -2.71292  0.02353
F  -0.44928  -3.91102  -0.30643
F  -0.55774  -1.87152  0.76869
C  1.48442  -3.22346  1.03640
O  2.20034  -4.25317  0.87017
O  1.69038  -2.47806  2.26267
P  -2.13416  0.96448  -1.90913
O  -2.25392  -0.62360  -1.27520
Br  -2.65951  0.69042  -4.13648
H  -4.70661  5.29137  0.99940
H  -3.30173  6.88629  -3.20949
H  -3.72975  5.07869  -3.34539
H  -1.14072  5.80426  -3.60842
H  -1.19749  6.07866  -1.69224
H  -2.16599  3.73066  -1.36080
H  -2.15664  3.43141  -3.27068
H  0.27970  4.35359  -4.27249
H  -0.15446  2.56160  -4.39320
H  2.08023  2.61353  -5.13309
H  2.41269  2.09292  -3.39184
H  2.72422  3.88711  -3.96567
H  0.76544  6.71520  -0.02049
H  2.70317  7.86116  -2.01202
H  1.94974  7.47429  -3.65686
H  0.80436  7.53681  -2.17099
H  2.57014  3.86858  1.32984
H  4.19760  2.78038  -2.12199
H  0.42477  3.67087  1.06526
H  2.09145  -1.59435  2.07076
H  -3.15780  -0.97058  -1.49628
C  -7.94778  -2.36115  0.09114
C  -7.11571  -2.34100  -1.21850
C  -8.06683  -2.62344  -2.40164
C  -8.56908  -4.06562  -2.40364
C  -7.41664  -5.06283  -2.35205
C  -6.32619  -4.76759  -1.29125
N  -5.97713  -3.31632  -1.17489
O  -5.12911  -3.01365  -2.21873
C  -6.74807  -5.28288  0.10198
C  -5.10167  -5.65835  -1.64507
C  -6.60555  -0.87452  -1.27373
H  -8.57790  -1.46737  0.16159
H  -8.64151  -3.19673  0.16263
H  -7.30167  -2.37147  0.97522
H  -7.56346  -2.41869  -3.35427
H  -8.92756  -1.94586  -2.36573
H  -9.25314  -4.24143  -1.56763
H  -9.15863  -4.24029  -3.31056
H  -7.82733  -6.06685  -2.19254
H  -6.95912  -5.08086  -3.35004
H  -5.99711  -5.01625  0.85617
H  -6.83324  -6.37344  0.11155
H  -7.71207  -4.91198  0.44268
H  -4.76172  -5.52341  -2.67632
H  -5.35111  -6.72415  -1.54463
H  -4.25123  -5.46133  -0.97721
H  -6.06862  -0.61859  -0.35296
H  -7.44214  -0.17545  -1.37246
H  -5.93851  -0.67208  -2.11410
C  5.26703  -0.42906  3.02084
C  6.46967  -1.40775  3.07669
C  5.94157  -2.80257  3.47592
C  5.47008  -2.84402  4.92820
C  6.55097  -2.35085  5.88467
C  7.24953  -1.02872  5.47676
N  7.53806  -0.92842  4.01153
O  8.66606  -1.67095  3.76280
C  6.41126  0.19860  5.89576
C  8.52638  -0.90498  6.35550
C  6.96753  -1.41972  1.60377
H  4.64321  -0.63294  2.14279
H  4.58887  -0.51137  3.86848
H  5.60064  0.61117  2.94483
H  6.71929  -3.56197  3.33045
H  5.11138  -3.09486  2.82260
H  4.55760  -2.25404  5.05913
H  5.19759  -3.87269  5.18899
H  6.11460  -2.24666  6.88523
H  7.30027  -3.14939  5.96580
H  6.88461  1.12606  5.54981
H  6.33158  0.27061  6.98450
H  5.38758  0.18714  5.52848
H  9.17413  -1.78443  6.29021
H  8.26200  -0.80079  7.41741
H  9.12159  -0.02210  6.08268
H  7.18582  -0.40090  1.26390
H  6.20159  -1.83280  0.93932
H  7.86510  -2.02249  1.44704

=====

No. 2
# C35H57BN8PSV

A molecular structure, C35H57BN8PSV in a non-equilibrium geometry (ωB97M-V/def2-TZVPD, the Open Molecules 2025 dataset).

Calculated values
- Charge: +1
- Orbital gap (spin up / spin down): 8.6 / 9.2 eV
- HOMO level (spin up / spin down): -10.22 / -10.85 eV
- Multiplicity: 4
- Total energy: -3514.374704 a.u.
- LUMO (spin up / spin down): -1.6244 / -1.6284 eV
- ⟨S²⟩: 3.76
- Energy relative to the best compared isomer or geometry (same formula, charge and spin): 0.000 eV

CARTESIAN COORDINATES (ANGSTROEM)
V  0.34244  0.01916  -0.13105
C  3.02040  3.11704  3.43977
C  2.79291  2.62915  2.04707
C  3.38298  3.05151  0.87699
C  2.83129  2.25838  -0.13243
N  1.92662  1.41847  0.38214
N  1.92659  1.64864  1.74369
B  1.01140  0.88103  2.73100
N  1.23720  -0.64621  2.57985
N  1.21744  -1.17754  1.32020
C  1.68002  -2.42251  1.41085
C  1.96759  -2.71674  2.75093
C  1.68657  -1.56446  3.45653
C  1.85075  -1.27007  4.91032
C  1.95082  -3.27512  0.19334
C  0.86364  -4.34032  0.01898
C  2.05381  -2.39158  -1.05143
C  3.30712  -3.96849  0.38490
N  -0.45567  1.24542  2.41206
N  -0.89122  1.21324  1.11032
C  -2.09386  1.79617  1.10330
C  -2.46118  2.14080  2.40995
C  -1.39144  1.79152  3.20410
C  -1.20125  1.97645  4.67359
C  -2.88296  2.14246  -0.13797
C  -4.19081  1.34405  -0.16946
C  -3.20582  3.64366  -0.08080
C  -2.08217  1.87501  -1.40431
C  3.15223  2.36342  -1.60533
C  4.53232  3.00032  -1.79195
C  3.18220  0.99119  -2.26811
C  2.09027  3.25267  -2.26743
H  3.77724  3.89871  3.42505
H  3.36564  2.31955  4.09740
H  2.10972  3.53158  3.87289
H  4.13067  3.81896  0.77931
H  1.26049  1.19762  3.85653
H  2.36290  -3.63427  3.15265
H  2.08160  -2.18784  5.44720
H  0.94744  -0.83720  5.34012
H  2.66337  -0.56332  5.08132
H  -0.11869  -3.89017  -0.12977
H  0.81727  -4.98570  0.89831
H  1.09643  -4.96856  -0.84406
H  1.12032  -1.85597  -1.28049
H  2.26172  -3.00069  -1.93243
H  2.85715  -1.65967  -0.94540
H  3.26862  -4.69465  1.19789
H  4.09717  -3.24925  0.60608
H  3.57525  -4.50677  -0.52623
H  -3.36602  2.63011  2.72913
H  -2.12649  2.34062  5.11604
H  -0.41470  2.70092  4.88615
H  -0.92615  1.04484  5.16955
H  -4.79126  1.54466  0.71974
H  -3.99095  0.27213  -0.22582
H  -4.77830  1.62917  -1.04499
H  -3.82212  3.89079  0.78396
H  -3.75557  3.93276  -0.97870
H  -2.29407  4.24178  -0.02746
H  -1.95720  0.80498  -1.57029
H  -1.10220  2.36365  -1.36503
H  -2.61414  2.27828  -2.26902
H  5.29688  2.46429  -1.22793
H  4.54517  4.04568  -1.48031
H  4.80389  2.97104  -2.84885
H  4.03012  0.40066  -1.91302
H  3.28173  1.10516  -3.35021
H  2.27319  0.42260  -2.07690
H  2.06651  4.24074  -1.80593
H  1.09439  2.81137  -2.16707
H  2.30401  3.37656  -3.33213
C  1.13822  -1.20145  -4.27744
P  -0.07825  -0.25372  -3.28580
C  -0.15578  1.28969  -4.25534
C  -1.60956  -1.12430  -3.74932
C  -2.70717  -0.47664  -4.30951
C  -3.86036  -1.18506  -4.62633
C  -3.92255  -2.55100  -4.39658
C  -2.83184  -3.20803  -3.84125
C  -1.68981  -2.49765  -3.51300
H  0.84042  -1.19968  -5.32673
H  1.18762  -2.23324  -3.93418
H  2.13045  -0.76286  -4.18071
H  -0.83529  2.01414  -3.81131
H  -0.46011  1.08795  -5.28395
H  0.84168  1.73047  -4.26503
H  -2.67415  0.58849  -4.50287
H  -4.70520  -0.66875  -5.06319
H  -4.81598  -3.10436  -4.65436
H  -2.87276  -4.27408  -3.65928
H  -0.85395  -3.02403  -3.06395
S  -1.69669  -1.64145  -0.38592
C  -2.33633  -1.89100  1.16500
N  -3.53399  -2.44970  1.37951
C  -3.89583  -2.49546  2.79402
C  -2.60570  -1.98258  3.47514
N  -1.78537  -1.58932  2.33568
H  -4.14701  -2.67345  0.61571
H  -4.14420  -3.50908  3.10131
H  -4.74851  -1.84906  2.99853
H  -2.11281  -2.76200  4.05621
H  -2.79858  -1.12940  4.12421
H  -0.84185  -1.24526  2.40383

=====

No. 3
# C35H57N2O2P2Zn

A molecular structure, C35H57N2O2P2Zn in a non-equilibrium geometry (ωB97M-V/def2-TZVPD, the Open Molecules 2025 dataset).

Calculated values
- Charge: +1
- Orbital gap: 5.4 eV
- HOMO level: -8.53 eV
- Total energy: -4089.584045 a.u.
- LUMO: -3.0888 eV
- Energy relative to the best compared isomer or geometry (same formula, charge and spin): 0.643 eV

CARTESIAN COORDINATES (ANGSTROEM)
C  1.90697  1.02730  -2.46543
C  0.00883  -0.29869  -2.92212
C  2.28371  0.92827  -3.78633
C  0.47106  -0.56032  -4.24303
C  1.61451  0.09684  -4.67827
H  3.18379  1.46815  -4.05053
H  -0.16231  -1.16930  -4.90222
H  1.96423  0.01764  -5.70699
N  0.80877  0.38175  -2.02646
P  2.57259  1.40692  0.26583
P  -2.30090  -0.10224  -1.19256
C  2.77321  1.82637  -1.52544
H  3.82315  1.66874  -1.80923
H  2.60071  2.90576  -1.66655
C  -1.30482  -0.73728  -2.54227
H  -1.50585  -1.76693  -2.85705
C  -3.27973  -1.49710  -0.07374
C  -3.43864  0.75790  -2.47825
C  3.90153  0.05997  0.48634
C  2.99247  3.00868  1.20331
C  -2.73532  -1.56245  1.36102
H  -2.56179  -0.58436  1.82051
H  -3.45668  -2.08540  2.00995
H  -1.79286  -2.11092  1.42891
C  -4.77635  -1.15074  0.02527
H  -4.95857  -0.27960  0.67348
H  -5.26493  -0.97108  -0.93877
H  -5.30910  -1.99699  0.49221
C  -3.06653  -2.84817  -0.74282
H  -3.74739  -3.58670  -0.30365
H  -3.25734  -2.83408  -1.81592
H  -2.05698  -3.23816  -0.58779
C  -4.50532  1.62792  -1.82935
H  -4.03850  2.41940  -1.23724
H  -5.05270  2.08432  -2.66393
H  -5.20996  1.06583  -1.21006
C  -2.53994  1.64485  -3.35668
H  -1.82189  2.20190  -2.74431
H  -1.99951  1.04358  -4.09487
H  -3.17519  2.35436  -3.90155
C  -4.04947  -0.37394  -3.32179
H  -3.26160  -0.97363  -3.78590
H  -4.67897  -1.06537  -2.75040
H  -4.65281  0.04517  -4.13777
C  3.25966  2.77424  2.70583
H  3.52255  3.74973  3.15013
H  2.36194  2.41119  3.23042
H  4.09504  2.09179  2.91207
C  1.75096  3.91473  1.10119
H  1.31644  3.94316  0.09839
H  0.96041  3.61327  1.79727
H  2.04423  4.94125  1.35581
C  4.19377  3.73745  0.58609
H  4.51519  4.51977  1.28444
H  5.06327  3.10384  0.41164
H  3.92473  4.21901  -0.35597
C  3.87617  -0.96958  -0.66509
H  4.51925  -1.82491  -0.39191
H  2.87247  -1.37327  -0.85321
H  4.27787  -0.54456  -1.59710
C  3.51417  -0.62662  1.80340
H  2.45556  -0.91222  1.80061
H  4.10515  -1.54248  1.92795
H  3.69667  0.02575  2.66416
C  5.30490  0.67131  0.55641
H  5.52493  1.31414  -0.30602
H  5.44882  1.23640  1.48237
H  6.04921  -0.13923  0.54733
Zn  0.36552  0.44065  -0.01106
C  -1.29553  2.16611  -0.19022
O  -1.83336  3.19157  -0.18584
N  0.50882  -1.50806  0.46440
C  0.70878  -2.68515  0.44737
C  0.69443  -4.02485  -0.07677
C  1.06450  -5.08231  0.77705
C  0.38347  -4.29343  -1.43674
C  1.38619  -6.30381  0.21333
H  1.13784  -4.91840  1.85162
C  0.71053  -5.52707  -1.97175
H  -0.11934  -3.54413  -2.06933
C  1.26204  -6.51125  -1.15445
H  1.79597  -7.07851  0.84611
H  0.55776  -5.68615  -3.02731
H  1.58426  -7.43651  -1.61252
C  -0.96604  0.88170  5.43627
C  -0.43852  1.29919  4.07488
O  -1.34404  1.05348  2.98821
C  -2.43585  1.97051  2.79275
C  -3.66057  1.71409  3.65430
H  -1.73433  1.57035  5.80309
H  -0.12810  0.91085  6.13817
H  -1.37023  -0.13804  5.43758
H  -0.15105  2.36526  4.08529
H  0.45459  0.71391  3.81659
H  -2.08645  3.01043  2.93316
H  -2.70672  1.85316  1.73352
H  -3.52412  2.13886  4.65272
H  -4.51414  2.22630  3.19748
H  -3.90326  0.64892  3.72835

=====

No. 4
# C35H57N5OsP2SSi

A molecular structure, C35H57N5OsP2SSi (ωB97M-V/def2-TZVPD, the Open Molecules 2025 dataset).

Calculated values
- Charge: +2
- Orbital gap (spin up / spin down): 8.2 / 5.7 eV
- HOMO level (spin up / spin down): -12.89 / -13.09 eV
- Multiplicity: 5
- Total energy: -3102.313035 a.u.
- LUMO (spin up / spin down): -4.7168 / -7.3802 eV
- ⟨S²⟩: 6.04
- Energy relative to the best compared isomer or geometry (same formula, charge and spin): 0.000 eV

CARTESIAN COORDINATES (ANGSTROEM)
Os  0.11397  0.15789  0.11789
C  -3.24115  -1.49632  1.94056
C  -2.10628  -2.51945  1.82790
C  -2.21700  -3.56531  2.93544
P  -0.46423  -1.64333  1.78425
C  0.78520  -2.99415  2.12342
C  1.16869  -3.23135  3.58181
C  2.05042  -2.78304  1.28879
C  -0.63381  -0.47687  3.17331
C  -0.53204  -0.76844  4.52692
C  -0.62292  0.23839  5.47761
C  -0.77364  1.55861  5.07450
C  -0.93276  1.86268  3.73896
C  -0.93383  0.84657  2.76778
N  -1.14959  1.10688  1.40828
C  -1.91844  2.22109  1.04419
C  -2.97516  2.71694  1.82498
C  -3.60931  3.89414  1.48192
C  -3.21887  4.60473  0.35242
C  -2.24969  4.07032  -0.48162
C  -1.63401  2.86678  -0.16733
P  -0.53896  1.97817  -1.30123
C  -1.60244  1.73850  -2.82924
C  -1.35548  2.78028  -3.92119
C  -3.09477  1.73261  -2.47824
C  0.74789  3.23630  -1.73116
C  1.40502  3.76989  -0.45651
C  1.79481  2.66864  -2.68602
H  -4.19620  -1.99194  1.76752
H  -3.14260  -0.69987  1.20291
H  -3.26224  -1.05364  2.93756
H  -2.18099  -3.01895  0.86277
H  -2.14284  -3.12094  3.92992
H  -1.47863  -4.36179  2.84770
H  -3.20381  -4.02379  2.85883
H  0.27701  -3.88491  1.74255
H  1.60126  -2.33389  4.02448
H  1.93216  -4.00992  3.61076
H  0.33295  -3.57254  4.19126
H  2.64824  -1.96328  1.68862
H  1.81526  -2.56429  0.24947
H  2.65963  -3.68770  1.31770
H  -0.37940  -1.78272  4.85933
H  -0.54574  -0.00707  6.52830
H  -0.77179  2.35812  5.80346
H  -1.02587  2.89221  3.42582
H  -3.30939  2.16378  2.69191
H  -4.41290  4.26963  2.10108
H  -3.69391  5.54319  0.10205
H  -1.98777  4.58767  -1.39630
H  -1.30884  0.75143  -3.20032
H  -1.61968  3.78313  -3.58299
H  -2.00248  2.55224  -4.76931
H  -0.33113  2.79079  -4.28784
H  -3.43192  2.73143  -2.20498
H  -3.33228  1.05632  -1.66460
H  -3.67330  1.43393  -3.35617
H  0.20402  4.04662  -2.22198
H  1.87009  2.96335  0.11593
H  0.69117  4.28251  0.18762
H  2.18616  4.48329  -0.72255
H  2.47193  2.00085  -2.15407
H  2.38637  3.47795  -3.11496
H  1.34528  2.10920  -3.50684
C  2.41011  1.36477  3.47233
C  2.99958  1.13243  2.11490
C  4.34066  1.43428  1.88199
C  4.87782  1.20050  0.62773
C  4.09230  0.63940  -0.36362
C  2.76027  0.33920  -0.07479
N  2.23810  0.62880  1.14402
N  1.84710  -0.26594  -0.91348
Si  2.41776  -1.19742  -2.32636
C  3.71328  -2.42508  -1.70183
C  3.16261  -0.20946  -3.75077
C  0.90589  -2.07990  -2.99427
H  3.13174  1.08608  4.23909
H  1.49807  0.79165  3.60927
H  2.18286  2.42426  3.60926
H  4.94087  1.83549  2.68634
H  5.91261  1.44435  0.42588
H  4.50207  0.42662  -1.34044
H  4.17176  -2.10759  -0.76437
H  4.50894  -2.53335  -2.44059
H  3.27551  -3.41178  -1.54127
H  3.91589  0.52075  -3.45299
H  2.40093  0.31299  -4.32967
H  3.65079  -0.91989  -4.42167
H  0.36945  -2.59992  -2.20179
H  1.22487  -2.81677  -3.73619
H  0.21445  -1.38988  -3.48417
C  -2.04302  -4.63380  -3.84955
N  -1.92132  -3.72647  -2.71716
C  -2.26534  -2.44542  -2.73096
N  -2.73008  -1.91896  -3.86675
S  -2.15301  -1.48856  -1.31979
H  -1.72181  -5.62289  -3.53976
H  -1.41315  -4.30901  -4.68014
H  -3.07970  -4.70269  -4.18535
H  -1.58706  -4.08634  -1.84241
H  -2.91060  -2.47950  -4.68484
H  -3.09065  -0.98251  -3.83893